{
  "formula": "C85H164F27N12O35S9",
  "method": "wB97M-V/def2-TZVPD",
  "elements": ["S", "S", "S", "S", "S", "S", "S", "S", "S", "F", "F", "F", "F", "F", "F", "F", "F", "F", "F", "F", "F", "F", "F", "F", "F", "F", "F", "F", "F", "F", "F", "F", "F", "F", "F", "F", "O", "O", "O", "O", "O", "O", "O", "O", "O", "O", "O", "O", "O", "O", "O", "O", "O", "O", "O", "O", "O", "O", "O", "O", "O", "O", "O", "O", "O", "O", "O", "O", "O", "O", "O", "N", "N", "N", "N", "N", "N", "N", "N", "N", "N", "N", "N", "C", "C", "C", "C", "C", "C", "C", "C", "C", "C", "C", "C", "C", "C", "C", "C", "C", "C", "C", "C", "C", "C", "C", "C", "C", "C", "C", "C", "C", "C", "C", "C", "C", "C", "C", "C", "C", "C", "C", "C", "C", "C", "C", "C", "C", "C", "C", "C", "C", "C", "C", "C", "C", "C", "C", "C", "C", "C", "C", "C", "C", "C", "C", "C", "C", "C", "C", "C", "C", "C", "C", "C", "C", "C", "C", "C", "C", "C", "C", "C", "C", "C", "C", "C", "C", "H", "H", "H", "H", "H", "H", "H", "H", "H", "H", "H", "H", "H", "H", "H", "H", "H", "H", "H", "H", "H", "H", "H", "H", "H", "H", "H", "H", "H", "H", "H", "H", "H", "H", "H", "H", "H", "H", "H", "H", "H", "H", "H", "H", "H", "H", "H", "H", "H", "H", "H", "H", "H", "H", "H", "H", "H", "H", "H", "H", "H", "H", "H", "H", "H", "H", "H", "H", "H", "H", "H", "H", "H", "H", "H", "H", "H", "H", "H", "H", "H", "H", "H", "H", "H", "H", "H", "H", "H", "H", "H", "H", "H", "H", "H", "H", "H", "H", "H", "H", "H", "H", "H", "H", "H", "H", "H", "H", "H", "H", "H", "H", "H", "H", "H", "H", "H", "H", "H", "H", "H", "H", "H", "H", "H", "H", "H", "H", "H", "H", "H", "H", "H", "H", "H", "H", "H", "H", "H", "H", "H", "H", "H", "H", "H", "H", "H", "H", "H", "H", "H", "H", "H", "H", "H", "H", "H", "H", "H", "H", "H", "H", "H", "H"],
  "positions_angstrom": [[3.03, -4.20, 1.41], [4.78, 0.95, 4.69], [-5.69, 1.22, -3.02], [-0.59, 6.47, 5.82], [-0.03, 0.47, -9.86], [-3.65, -0.66, 2.09], [4.23, -0.43, -4.00], [-2.17, -5.77, -3.49], [0.97, 7.45, -0.66], [4.84, -2.93, -5.04], [6.41, -2.16, -3.65], [1.73, -5.79, 3.29], [6.07, -1.36, -5.73], [4.04, 2.41, 2.60], [-1.15, 4.76, 3.89], [0.71, -1.34, -7.99], [-1.16, 6.91, -1.99], [3.58, -4.83, 4.01], [3.55, 0.23, 2.33], [-5.36, -1.43, 3.86], [-1.41, -1.05, -8.10], [-6.19, -0.26, 2.15], [-2.73, 4.99, 5.40], [-5.04, -0.74, -4.62], [-0.29, -2.19, -9.75], [-3.83, -5.40, -5.59], [-1.69, 8.15, -0.42], [-1.63, -5.02, -6.08], [2.35, 1.45, 3.62], [-5.58, -2.34, 1.93], [-2.36, 6.61, 3.88], [-6.96, 0.01, -4.94], [3.58, -6.60, 2.52], [-1.28, 5.91, -0.14], [-5.13, 1.19, -5.56], [-2.94, -3.50, -5.07], [0.43, 5.47, 6.22], [1.10, -2.78, 7.73], [4.63, 2.48, -1.12], [1.35, 0.58, -10.39], [-4.28, 1.32, -2.63], [0.11, 3.33, -5.11], [2.91, -0.59, -4.61], [9.18, -2.89, 2.53], [0.82, 2.07, 0.91], [-1.29, -4.83, -2.77], [-2.74, -1.63, 2.66], [2.00, -4.71, 0.54], [-0.15, 1.58, -8.87], [1.19, 8.45, -1.73], [-6.29, 0.36, -2.05], [1.55, 6.07, -0.97], [-4.94, 2.69, 2.18], [6.20, 0.81, 4.10], [4.29, -0.30, 5.19], [4.70, 2.07, 5.61], [-3.57, -0.68, 0.63], [-3.44, 0.68, 2.67], [4.35, -4.08, 0.77], [2.34, -8.57, -4.21], [-1.08, 0.50, -10.86], [7.40, 7.18, 4.64], [-1.49, -6.98, -3.93], [-1.47, 6.96, 6.89], [-3.41, -6.05, -2.86], [-6.44, 2.51, -3.09], [2.65, -2.92, 2.00], [1.32, 7.99, 0.67], [4.11, -0.51, -2.54], [0.08, 7.50, 5.07], [4.78, 0.91, -4.40], [7.22, -1.28, 1.15], [-1.79, -6.95, 8.66], [2.97, -5.94, -3.27], [-5.32, 5.25, 0.03], [-0.50, 5.79, -6.95], [-6.02, -3.19, -1.48], [5.00, 5.36, -2.40], [-0.10, -0.30, -1.02], [-12.60, -5.64, -1.51], [-1.53, -5.53, 1.78], [-0.08, -0.23, 6.23], [3.72, 6.67, 4.47], [-1.44, -0.88, -1.70], [-1.08, -0.81, 5.19], [-0.82, 2.16, -1.78], [5.49, -1.80, -4.63], [0.23, 1.22, 5.70], [-1.94, -5.87, 4.49], [-4.71, -2.58, -1.85], [3.38, -4.72, -2.48], [-2.70, -4.84, -5.17], [-6.35, -4.37, -2.03], [1.91, -3.66, 8.49], [-2.78, -7.19, 6.53], [5.53, -6.04, -3.87], [-5.76, 6.63, -0.40], [-10.00, -4.70, -1.30], [-2.36, -4.63, 2.50], [0.18, 0.28, 8.79], [6.30, 0.01, 0.88], [6.43, 4.82, -2.84], [-4.57, 5.21, 1.37], [8.63, -0.84, 1.56], [-0.05, 4.98, -8.12], [-7.65, -4.88, -2.10], [1.07, -1.35, -1.09], [-12.41, -4.31, -1.54], [1.36, -9.28, -4.94], [-8.58, -4.21, -1.28], [0.64, 1.94, -5.11], [-5.34, -1.19, 2.52], [-6.59, 4.41, 0.15], [-2.04, -6.11, 5.92], [-0.70, -0.35, 7.68], [-0.98, -5.88, 8.16], [-11.58, -6.52, -1.32], [2.92, -7.10, -2.27], [-1.21, 7.09, -7.42], [-0.77, 2.34, 6.15], [-1.60, 4.90, -6.19], [0.81, 5.98, -6.09], [-4.42, 4.80, -1.17], [3.58, 5.18, 4.14], [5.04, 6.91, -2.37], [-5.75, 0.35, -4.64], [3.97, 4.94, -3.48], [0.51, 0.76, 1.35], [-10.24, -6.09, -1.20], [-0.91, -6.56, 2.41], [-1.23, -5.44, 6.83], [4.10, -6.11, -4.31], [7.29, -2.01, -0.21], [3.86, 3.59, -0.70], [-1.11, -5.19, 0.41], [-8.24, -3.03, -0.60], [-0.51, 0.00, 0.50], [-4.01, 3.85, 1.85], [6.28, 6.61, 5.18], [6.50, -2.23, 2.29], [9.59, -1.93, 1.67], [3.39, 6.88, 5.96], [2.06, -8.31, -2.84], [5.19, 7.11, 4.23], [0.24, 1.02, -1.67], [3.59, 1.25, 3.18], [-1.85, 5.63, 4.67], [0.47, 6.53, -4.69], [-13.98, -6.22, -1.43], [-0.46, 7.95, -8.40], [-1.14, -6.69, 3.75], [-2.77, -7.45, 7.89], [-1.60, -7.32, 10.13], [3.02, -5.44, 2.91], [-1.54, -1.05, -3.21], [-1.15, 3.50, -5.80], [1.39, -2.46, 6.32], [-11.11, -3.78, -1.50], [1.27, -0.98, 5.99], [1.54, -4.31, -4.68], [1.61, -5.67, -4.03], [2.89, 7.65, 3.58], [-6.95, -2.54, -0.71], [-0.93, 7.11, -0.75], [-2.44, -4.72, 3.85], [0.19, 3.06, 1.70], [4.67, 4.88, -0.93], [-0.30, -1.17, -8.84], [-3.56, 4.20, 2.79], [1.50, 0.29, 1.24], [-4.13, 3.80, -0.86], [3.24, 7.68, 2.55], [-1.01, -1.86, -3.72], [-0.14, 5.84, -4.12], [5.70, 4.63, -0.67], [-1.74, -1.83, -1.24], [-2.23, -0.28, -1.24], [-1.02, 8.57, -9.11], [6.32, -1.66, 3.20], [-0.28, -5.46, 8.86], [-1.99, 5.54, -5.40], [1.76, -9.39, -5.95], [-1.41, 0.62, 0.48], [9.44, -2.73, 3.44], [-8.96, -2.49, -0.01], [10.56, -1.46, 1.85], [-0.40, 3.30, 5.77], [-11.92, -7.53, -1.13], [2.30, 6.84, 6.00], [0.06, 3.01, 2.78], [5.22, 8.20, 4.13], [4.11, 7.31, -1.97], [8.55, -0.29, 2.49], [6.50, 5.15, -3.88], [-0.24, 3.05, -2.01], [2.49, -3.92, -5.04], [-4.30, -2.89, -2.81], [-3.56, 5.45, -1.32], [4.19, 1.68, -0.82], [-0.61, -4.22, 0.43], [2.05, -0.54, 6.61], [0.46, -8.66, -4.94], [-5.52, -4.91, -2.45], [2.90, 8.61, 4.09], [0.16, 0.69, 2.38], [-2.04, -5.09, -0.14], [-3.37, -7.86, 5.92], [-0.69, -7.53, 4.25], [-2.43, 4.78, -6.88], [0.68, 4.02, 1.51], [1.98, -4.72, 8.23], [5.49, -2.28, 1.89], [6.27, -2.11, -0.58], [-4.85, 7.22, -0.39], [-3.61, 5.69, 1.17], [-6.27, 3.37, 0.25], [-0.93, -1.40, 7.89], [0.51, 0.60, -2.64], [4.18, 4.55, 4.80], [-0.64, -4.57, 6.57], [0.09, 7.34, -9.11], [5.65, -6.80, -3.10], [-0.81, 3.11, 1.26], [-1.51, 1.97, -2.60], [-0.11, 7.45, -4.66], [7.24, 5.19, -2.22], [7.76, 6.56, 4.01], [-2.59, -1.15, -3.51], [2.22, -9.07, -2.09], [5.13, 7.31, -3.39], [-7.23, 4.77, 0.95], [2.91, -3.23, 8.57], [-0.63, -1.08, 4.23], [-0.93, 2.44, 7.22], [3.10, 5.41, -3.05], [-1.91, -0.12, 5.03], [1.07, -3.54, -4.07], [-6.28, 6.67, -1.36], [2.44, -2.73, 6.19], [1.42, 6.68, -4.16], [3.90, 7.69, 6.49], [-0.42, -5.92, -0.02], [1.47, -0.95, 4.92], [3.52, -3.92, -3.20], [-4.84, -1.50, -1.73], [-6.53, 7.02, 0.26], [-1.89, 3.15, -5.09], [1.36, 6.63, -6.77], [9.69, -2.42, 0.70], [-1.55, -1.65, 5.69], [-0.87, 5.16, -8.82], [1.64, -6.48, -4.76], [6.35, 5.53, 5.27], [-1.09, 2.81, -6.65], [-10.93, -2.72, -1.63], [-1.71, 0.06, 7.67], [-9.48, -6.85, -1.29], [6.28, -6.20, -4.65], [-0.88, -8.13, 10.17], [8.81, -0.12, 0.76], [0.83, -3.20, 5.74], [1.17, 1.47, -1.32], [0.24, 8.67, -7.98], [3.86, 5.99, 6.36], [2.53, -4.39, -1.89], [-0.16, 1.21, -4.98], [1.01, -8.04, -2.71], [-14.23, -6.76, -0.52], [-1.49, 7.52, -6.46], [-0.26, 0.17, 9.77], [-7.78, -5.81, -2.64], [3.59, 3.42, 0.34], [6.90, -3.25, 2.22], [-1.68, 2.12, 5.59], [5.87, 7.26, -1.76], [2.51, -6.71, -1.34], [1.93, 7.15, 3.65], [3.94, -6.94, -5.00], [-13.99, -7.06, -2.12], [-6.50, -1.64, -0.34], [4.18, 5.66, -0.35], [-13.23, -3.61, -1.61], [6.97, 0.76, 0.45], [-3.16, -8.34, 8.38], [-1.28, -0.20, -3.83], [0.85, 5.52, -8.42], [-0.75, -0.93, 1.02], [-1.45, 2.33, -0.90], [-5.03, 5.69, 2.23], [-3.21, 3.49, 1.20], [4.22, -4.89, -1.80], [3.93, -7.46, -2.07], [-5.16, 4.86, -1.96], [-2.95, -3.98, 1.87], [2.93, 3.65, -1.27], [0.75, -5.73, -3.36], [1.29, -10.30, -4.54], [6.09, 7.15, 6.10], [-2.62, -7.52, 10.48], [5.52, -0.19, 0.14], [-4.47, 1.90, 2.45], [0.16, 3.92, -7.99], [1.57, -3.78, 9.52], [3.88, -5.22, -4.90], [-4.10, -3.03, -1.07], [-14.75, -5.61, -1.90], [1.09, 1.93, -6.10], [1.96, -0.98, -0.58], [1.30, 5.01, -6.06], [-7.10, 4.54, -0.81], [0.29, 1.15, 4.62], [4.25, 5.18, -4.51], [-1.16, -6.47, 10.64], [7.90, -2.89, -0.03], [-3.01, -3.91, 4.29], [0.42, 1.34, 8.87], [7.78, -1.38, -0.96], [-2.14, 6.82, -7.91], [6.28, 3.74, -2.86], [1.23, 1.41, 6.08], [3.82, 3.86, -3.40], [1.11, -1.68, -2.12], [5.43, 6.69, 3.25], [5.90, 0.49, 1.77], [1.50, 1.83, -4.46], [0.67, -2.25, -0.63], [0.82, -4.42, -5.49], [-0.35, -7.28, 1.82], [3.88, 5.05, 3.10], [2.53, 4.93, 4.31], [1.17, -0.18, 8.83], [5.95, -5.17, -3.38]],
  "lowdin_charge": [0.456, 0.510, 0.470, 0.504, 0.500, 0.515, 0.493, 0.458, 0.550, 0.080, 0.065, 0.043, 0.158, 0.088, 0.072, 0.109, 0.131, 0.094, 0.127, 0.105, 0.105, 0.188, 0.143, 0.151, 0.097, 0.118, 0.148, 0.054, 0.108, 0.131, 0.111, 0.184, 0.123, 0.055, 0.090, 0.084, -0.380, -0.234, -0.062, -0.364, -0.351, -0.246, -0.346, -0.022, -0.190, -0.373, -0.331, -0.351, -0.419, -0.350, -0.351, -0.403, -0.106, -0.387, -0.342, -0.325, -0.305, -0.303, -0.328, -0.220, -0.339, -0.024, -0.317, -0.321, -0.347, -0.348, -0.348, -0.345, -0.396, -0.333, -0.376, -0.233, -0.072, -0.204, -0.321, -0.237, -0.035, -0.281, -0.168, -0.076, -0.026, -0.181, -0.306, -0.110, 0.009, -0.014, -0.563, -0.125, -0.145, 0.053, -0.005, -0.506, 0.026, -0.107, 0.073, -0.064, -0.005, -0.093, 0.052, -0.052, 0.038, 0.046, -0.082, -0.124, 0.012, 0.070, 0.071, 0.024, -0.063, -0.133, -0.018, -0.680, 0.033, -0.106, -0.115, 0.092, 0.027, -0.046, -0.149, -0.022, -0.043, -0.107, 0.061, 0.021, 0.020, -0.700, 0.032, -0.188, 0.061, 0.031, 0.058, -0.152, 0.022, -0.222, 0.022, 0.051, -0.059, -0.137, -0.270, 0.078, -0.302, 0.040, -0.175, -0.116, -0.155, -0.615, -0.634, -0.048, 0.033, -0.066, 0.011, -0.002, 0.062, -0.534, -0.036, -0.179, -0.134, 0.083, -0.079, -0.047, -0.107, 0.042, 0.033, -0.653, 0.056, -0.080, -0.057, -0.618, 0.098, 0.105, 0.096, 0.091, 0.075, 0.063, 0.118, 0.106, 0.085, 0.093, 0.087, 0.121, 0.119, 0.099, 0.102, 0.121, 0.136, 0.143, 0.047, 0.150, 0.067, 0.073, 0.140, 0.090, 0.143, 0.099, 0.088, 0.069, 0.102, 0.092, 0.065, 0.098, 0.129, 0.084, 0.124, 0.117, 0.112, 0.093, 0.134, 0.146, 0.136, 0.099, 0.075, 0.055, 0.094, 0.107, 0.118, 0.098, 0.103, 0.099, 0.083, 0.107, 0.076, 0.074, 0.071, 0.063, 0.081, 0.103, 0.104, 0.064, 0.121, 0.105, 0.115, 0.102, 0.096, 0.083, 0.078, 0.092, 0.070, 0.111, 0.134, 0.067, 0.111, 0.106, 0.132, 0.086, 0.079, 0.108, 0.126, 0.118, 0.121, 0.086, 0.120, 0.121, 0.136, 0.112, 0.133, 0.123, 0.130, 0.100, 0.115, 0.130, 0.105, 0.118, 0.085, 0.098, 0.090, 0.077, 0.106, 0.117, 0.117, 0.087, 0.136, 0.109, 0.094, 0.074, 0.104, 0.116, 0.077, 0.134, 0.104, 0.126, 0.119, 0.153, 0.094, 0.153, 0.060, 0.099, 0.115, 0.065, 0.146, 0.099, 0.101, 0.122, 0.100, 0.131, 0.105, 0.091, 0.095, 0.124, 0.111, 0.086, -0.027, 0.093, 0.085, 0.095, 0.102, 0.115, 0.099, 0.099, 0.116, 0.101, 0.090, 0.112, 0.101, 0.097, 0.132, 0.083, 0.109, 0.128, 0.100, 0.122, 0.097, 0.095, 0.122, 0.054, 0.075, 0.079, 0.091, 0.162, 0.094, 0.102, 0.073, 0.072],
  "energy_ev": -351198.2691,
  "homo_energy_ev": -10.2,
  "charge": 3
}